{"formula": "H4NS", "method": "ωB97M-V with the def2-TZVPD basis set", "charge": -1, "relative_energy_kcal_mol": 3.8, "orbital_gap_ev": 7.34, "multiplicity": 1, "homo_ha": -0.0950, "energy_ha": -455.3687, "elements": ["N", "H", "H", "H", "S", "H"], "xyz": [[-1.68339, -0.84738, -1.25899], [-1.87520, 0.10626, -1.58014], [-1.20718, -1.42361, -1.91687], [-0.92826, -0.73901, -0.54042], [0.95061, 0.41438, 0.80139], [0.58467, 1.35791, 0.02817]], "lowdin_charge": [-0.0350, -0.0087, -0.0377, -0.0989, -0.2738, -0.5459]}